# 1
Below is a molecular structure, C49H46BN8OPtS2, with properties calculated with the ωB97M-V functional and the def2-TZVPD basis.

Spin multiplicity: 1
Total charge: +1
Kohn-Sham gap (alpha / beta) in eV: 7.33 / 7.28
Energy above the lowest of the compared OMol25 structures with the same formula, charge and spin in kJ/mol: 183.3
Max |F| in eV/A: 0.8
Molecular weight in Da: 1032.99

Atoms and positions in Å:
Pt -0.31 0.82 -1.15
S 0.25 -0.44 2.45
S -0.12 -1.43 -1.60
O -1.05 -0.93 1.89
N -1.95 1.44 0.16
N -2.22 -2.20 -0.15
N -1.48 2.16 1.21
N 1.13 2.26 1.05
N -0.32 2.81 -1.46
N -1.06 -3.88 -1.15
N 1.37 1.33 0.11
N -0.32 3.64 -0.39
C -2.44 2.23 2.16
C -0.34 3.55 -2.57
C 4.86 -1.79 -1.06
C -5.57 -1.27 -2.22
C -0.21 3.42 -6.32
C 2.97 -4.08 2.38
C -0.33 4.91 -0.82
C 0.08 -5.95 -1.38
C -0.29 1.16 -5.53
C -1.23 -0.71 4.76
C -0.07 -0.19 4.19
C -0.06 -4.64 -1.82
C -4.04 0.33 -0.51
C -2.26 2.99 3.44
C -0.26 3.88 -5.02
C 2.87 -0.14 -2.05
C -0.22 2.06 -6.58
C 2.64 0.97 0.18
C 1.79 -6.33 -3.02
C -3.54 1.55 1.71
C 3.27 -0.01 -0.72
C 0.77 -3.11 2.21
C -0.34 1.63 -4.22
C -0.32 3.00 -3.94
C -0.30 6.08 0.12
C 3.24 1.67 1.24
C 4.29 -0.83 -0.24
C 0.77 0.66 4.90
C -0.35 4.90 -2.20
C 0.71 -4.17 -2.88
C 1.31 -1.88 2.53
C -4.52 -0.52 -2.72
C -3.20 1.08 0.43
C 3.49 -2.83 2.70
C -5.12 -0.40 -0.02
C -1.53 -0.38 6.07
C 0.45 0.98 6.21
C 1.61 -4.22 2.14
C -3.77 0.29 -1.88
C 4.43 -1.94 -2.37
C 2.66 -1.72 2.77
C 2.36 3.54 2.81
C -0.70 0.46 6.79
C -5.89 -1.19 -0.87
C -1.21 -2.56 -0.91
C 1.64 -5.03 -3.46
C 3.44 -1.10 -2.87
C 1.01 -6.79 -1.97
C 2.26 2.50 1.74
B -0.22 3.04 1.03
H -2.16 -1.29 0.29
H -1.87 -1.34 4.16
H -4.48 1.42 2.22
H -0.31 0.10 -5.71
H 1.10 1.64 6.78
H 0.57 6.04 0.76
H 2.14 0.54 -2.47
H -1.18 6.10 0.75
H 1.66 1.06 4.43
H 3.24 3.35 3.42
H 4.63 -0.72 0.78
H -0.18 1.70 -7.60
H -2.19 4.06 3.26
H 4.55 -2.72 2.89
H -0.95 0.72 7.81
H -0.24 4.95 -4.84
H -5.36 -0.36 1.04
H 3.12 -1.20 -3.90
H 0.60 -3.17 -3.25
H -6.16 -1.90 -2.88
H -4.28 -0.55 -3.78
H -3.11 2.81 4.09
H -2.42 -0.78 6.53
H 1.48 3.55 3.45
H 1.20 -5.19 1.89
H -2.78 -2.88 0.33
H -0.30 -3.19 2.02
H -0.21 3.86 1.89
H 2.51 -6.99 -3.49
H 3.07 -0.74 2.99
H 4.27 1.62 1.55
H -0.16 4.13 -7.14
H -0.40 0.90 -3.42
H 1.11 -7.81 -1.62
H 3.62 -4.94 2.32
H 2.47 4.53 2.37
H -6.72 -1.75 -0.47
H -0.53 -6.31 -0.56
H 4.89 -2.69 -3.01
H -0.27 7.00 -0.46
H -1.35 2.67 3.96
H 5.63 -2.44 -0.66
H -0.35 5.76 -2.84
H -2.98 0.90 -2.29
H -1.72 -4.46 -0.64
H 2.24 -4.66 -4.29

Results of the Löwdin charge analysis, in e, for atoms 1 through 6: 0.92, 1.03, 0.70, -0.53, -0.02, 0.15


# 2
Below is a molecular structure, C49H46I2OP2PdSi in a non-equilibrium geometry, with properties calculated with the ωB97M-V functional and the def2-TZVPD basis.

Spin multiplicity: 5
Total charge: 0
Kohn-Sham gap (alpha / beta) in eV: 6.45 / 6.26
Energy above the lowest of the compared OMol25 structures with the same formula, charge and spin in kJ/mol: 0.0
Max |F| in eV/A: 2.7
Molecular weight in Da: 1101.17

Atoms and positions in Å:
I -18.71 5.48 -16.77
I -16.66 7.08 -15.13
Pd -16.26 5.85 -12.72
P -14.79 4.34 -11.50
P -18.11 5.91 -11.40
Si -15.46 7.50 -11.21
O -10.02 3.48 -10.25
C -18.86 3.25 -10.90
C -11.85 1.30 -12.77
C -12.85 7.45 -16.29
C -13.03 3.48 -13.59
C -13.14 3.77 -12.18
C -19.25 7.66 -9.52
C -15.68 0.58 -10.12
C -15.67 0.67 -12.51
C -15.67 2.04 -12.41
C -12.77 3.21 -16.70
C -18.29 4.40 -10.31
C -11.02 4.03 -10.71
C -10.33 3.33 -16.37
C -15.48 2.70 -11.18
C -11.07 5.51 -10.86
C -14.05 4.54 -8.72
C -12.24 3.13 -11.18
C -11.69 5.37 -15.83
C -17.87 4.46 -9.02
C -11.64 3.84 -15.85
C -14.45 5.16 -9.86
C -14.06 6.61 -7.49
C -12.41 2.12 -13.92
C -15.69 -0.07 -11.34
C -10.69 6.12 -15.19
C -20.94 5.48 -11.44
C -13.85 5.25 -7.52
C -16.95 8.15 -10.24
C -10.77 7.48 -15.14
C -12.74 6.06 -16.37
C -18.06 3.31 -8.20
C -11.72 3.39 -14.38
C -11.86 8.19 -15.68
C -18.75 2.21 -8.69
C -14.41 7.24 -8.64
C -19.28 8.84 -8.75
C -22.19 5.71 -11.99
C -17.02 9.32 -9.49
C -18.16 9.65 -8.78
C -21.20 7.05 -13.69
C -19.78 6.00 -12.07
C -11.72 1.80 -11.54
C -14.66 6.57 -9.84
C -15.52 1.94 -10.00
C -14.36 8.82 -11.92
C -19.14 2.21 -10.04
C -18.12 7.35 -10.23
C -19.93 6.77 -13.22
C -22.33 6.49 -13.13
H -12.58 2.17 -16.78
H -10.26 2.24 -16.21
H -17.78 3.28 -7.18
H -18.12 10.59 -8.28
H -15.75 -1.13 -11.48
H -11.85 9.25 -15.69
H -23.33 6.69 -13.53
H -20.08 6.95 -9.56
H -13.72 7.84 -16.78
H -13.53 5.50 -16.90
H -14.69 8.92 -12.96
H -19.63 1.34 -10.48
H -12.12 5.76 -10.76
H -15.70 2.66 -13.29
H -14.00 7.16 -6.59
H -17.37 5.44 -8.73
H -15.70 0.15 -13.50
H -10.76 3.54 -13.84
H -19.02 1.38 -8.02
H -16.26 10.13 -9.53
H -13.77 3.47 -8.68
H -21.31 7.63 -14.58
H -20.93 4.82 -10.62
H -15.44 2.38 -9.04
H -13.24 8.55 -11.88
H -10.13 3.51 -17.46
H -12.97 1.65 -14.67
H -20.21 9.08 -8.25
H -14.53 9.79 -11.41
H -12.78 3.03 -10.18
H -13.64 4.74 -6.60
H -15.68 0.01 -9.20
H -14.66 8.32 -8.65
H -9.44 3.67 -15.89
H -12.79 3.63 -17.69
H -11.38 0.32 -12.98
H -9.96 8.08 -14.76
H -11.17 1.24 -10.76
H -19.09 3.21 -11.95
H -19.06 7.20 -13.78
H -23.06 5.27 -11.47
H -13.78 3.37 -16.28
H -10.83 5.76 -11.87
H -10.47 6.10 -10.16
H -13.91 3.81 -14.11
H -9.85 5.62 -14.75

Results of the Löwdin charge analysis, in e, for atoms 1 through 6: -0.18, 0.06, 0.10, 1.03, 0.97, 0.49


no.,electronic energy (Ha)
1,-3348.59462
2,-3665.44442